Record 1
The following is a quantum chemistry calculation of a single C4H5N3O molecule at a distorted geometry, from OMol25.

Results
SMILES: N[C@]1([C@H]2C=N2)NC1=O
Total energy in eV: -10743.243
Highest occupied orbital energy in eV: -9.4
HOMO-LUMO gap in eV: 10.087

Cartesian coordinates (Å):
N (0.7267, 0.3471, 1.3368)
C (0.3108, 0.2942, -0.0334)
C (-0.3480, -0.9634, -0.5325)
C (-1.4888, -1.5290, 0.1695)
N (-1.8123, -0.9241, -0.8756)
N (1.2507, 0.8902, -1.0209)
C (0.1630, 1.6004, -0.7131)
O (-0.4455, 2.6031, -0.8914)
H (0.9302, -0.5690, 1.7157)
H (0.0635, 0.8271, 1.9316)
H (0.2739, -1.6004, -1.1539)
H (-1.8541, -2.0745, 1.0060)
H (2.2299, 1.0983, -0.9385)

Here are the Mulliken charges for atoms 1 to 4, given in e:
1 N -0.654
2 C 0.924
3 C -0.219
4 C -0.267

---

Record 2
The following is a quantum chemistry calculation of a single C4H5N3O molecule at a distorted geometry, from OMol25.

Results
Total energy in eV: -10740.849
Highest occupied orbital energy (alpha / beta) in eV: -8.4 / -8.8
HOMO-LUMO gap (alpha / beta) in eV: 8.413 / 8.887

Cartesian coordinates (Å):
C (2.2244, 0.4560, -0.1674)
C (0.0644, -0.0171, 0.0132)
C (0.3046, 1.3437, -0.1007)
C (-1.1800, -0.6737, 0.4552)
N (1.5866, 1.6507, -0.0420)
N (1.3567, -0.5577, -0.0837)
N (-2.2184, 0.1298, -0.2733)
O (-2.2094, 1.3733, -0.0126)
H (3.2245, 0.2422, -0.3161)
H (-1.0643, -1.7270, 0.2989)
H (-1.4207, -0.5469, 1.4311)
H (1.4768, -1.5141, 0.1283)
H (-2.1452, -0.1591, -1.3309)

Here are the Mulliken charges for atoms 1 to 4, given in e:
1 C -0.295
2 C 0.230
3 C 0.200
4 C -0.581

---

Record 3
The following is a quantum chemistry calculation of a single C4H5N3O molecule at a distorted geometry, from OMol25.

Results
SMILES: [H]/N=C1/N=COC=CN1
Total energy in eV: -10744.842
Highest occupied orbital energy in eV: -8.8
HOMO-LUMO gap in eV: 9.402

Cartesian coordinates (Å):
H (3.1148, 0.4416, 0.3591)
N (2.6036, -0.4744, 0.2168)
C (1.3352, -0.3300, 0.0008)
N (0.5981, -1.5125, -0.1438)
C (-0.6332, -1.7261, -0.1037)
O (-1.7512, -0.9960, 0.2201)
C (-1.7649, 0.4497, 0.1026)
C (-0.7025, 1.2242, 0.0108)
N (0.6772, 0.9074, -0.1592)
H (-0.9933, -2.7878, -0.2486)
H (-2.7840, 0.7248, 0.0476)
H (-0.8641, 2.3282, -0.1871)
H (1.1642, 1.7509, -0.1154)

Here are the Mulliken charges for atoms 1 to 4, given in e:
1 H 0.211
2 N -0.624
3 C 0.509
4 N -0.415

---

Record 4
The following is a quantum chemistry calculation of a single C4H5N3O2 molecule at a distorted geometry, from OMol25.

Results
SMILES: NC(=O)c1nc(N)co1
Total energy in eV: -12793.679
Highest occupied orbital energy in eV: -8.4
HOMO-LUMO gap in eV: 9.180

Cartesian coordinates (Å):
N (2.6350, -0.6488, 0.4509)
C (2.0502, 0.1124, -0.4844)
O (2.6786, 0.7967, -1.2858)
C (0.5738, 0.2520, -0.3212)
N (-0.3054, -0.7057, -0.2936)
C (-1.5146, -0.0762, -0.1026)
N (-2.6916, -0.7920, -0.0652)
C (-1.2858, 1.2724, -0.0220)
O (0.0604, 1.4599, -0.1298)
H (2.4221, -1.6349, 0.5224)
H (3.4137, -0.2203, 0.9601)
H (-2.6172, -1.6863, 0.4045)
H (-3.5092, -0.2722, 0.2272)
H (-1.9100, 2.1431, 0.1396)

Here are the Mulliken charges for atoms 1 to 4, given in e:
1 N -0.377
2 C 0.164
3 O -0.497
4 C 0.717

---

Record 5
The following is a quantum chemistry calculation of 2 unconnected molecules or ions with the total composition C4H5N3O2S at a distorted geometry, from OMol25.

Results
Total energy in eV: -23626.628
Highest occupied orbital energy (alpha / beta) in eV: -9.0 / -9.0
HOMO-LUMO gap (alpha / beta) in eV: 6.520 / 5.678

Cartesian coordinates (Å):
C (-0.5304, 0.3669, -1.7713)
C (0.6392, 0.9919, -1.9353)
C (-1.0142, -0.0044, -0.4330)
C (1.0565, 0.8355, 0.4568)
N (1.4672, 1.2070, -0.8414)
N (-0.1705, 0.3536, 0.5692)
N (-0.9966, -2.0636, 2.2749)
O (-2.0386, -0.6480, -0.2621)
O (1.7723, 1.0316, 1.4216)
S (-0.2305, -0.8904, 3.1936)
H (-1.2732, 0.3713, -2.6981)
H (0.9743, 1.2678, -2.9061)
H (2.3465, 1.7172, -0.7256)
H (-0.2302, -2.7157, 1.9111)
H (-1.7719, -1.8206, 1.7459)

Here are the Mulliken charges for atoms 1 to 4, given in e:
1 C -0.449
2 C -0.135
3 C 0.604
4 C 0.331

---

Record 6
The following is a quantum chemistry calculation of a single C4H5N3O4 molecule at a distorted geometry, from OMol25.

Results
SMILES: NC(=O)[C@@]1(O)NC(=O)NC1=O
Total energy in eV: -16890.091
Highest occupied orbital energy in eV: -9.8
HOMO-LUMO gap in eV: 10.128

Cartesian coordinates (Å):
N (-1.8994, -0.9359, 1.1415)
C (-0.8304, -1.1172, 0.4813)
O (-0.5085, -2.1235, -0.0899)
C (0.1144, 0.2260, 0.5135)
O (-0.1624, 1.0048, 1.5408)
N (1.4889, -0.1211, 0.3022)
C (1.9092, -0.0640, -1.0036)
O (2.9494, -0.3012, -1.5566)
N (0.7192, 0.4599, -1.7035)
C (-0.2989, 0.7722, -0.8765)
O (-1.2883, 1.4591, -1.1172)
H (-2.0794, -0.0100, 1.4694)
H (-2.5980, -1.7128, 1.4047)
H (-0.3087, 1.8760, 1.2551)
H (2.1499, -0.0944, 1.0158)
H (0.6429, 0.6820, -2.7770)

Here are the Mulliken charges for atoms 1 to 4, given in e:
1 N -0.280
2 C 0.323
3 O -0.642
4 C 0.874

---

Record 7
The following is a quantum chemistry calculation of a single C4H5N3O6 molecule at a distorted geometry, from OMol25.

Results
SMILES: O=[N+]([O-])[C@@H]1CCC1([N+](=O)[O-])[N+](=O)[O-]
Total energy in eV: -20973.859
Highest occupied orbital energy in eV: -11.6
HOMO-LUMO gap in eV: 10.858

Cartesian coordinates (Å):
O (0.1236, -2.4867, 1.7041)
N (0.1586, -1.8768, 0.6746)
O (0.6918, -2.3128, -0.3041)
C (-0.4961, -0.6564, 0.6104)
C (-1.6167, -0.3829, -0.4181)
C (-0.9413, 0.9357, -0.7165)
C (0.3359, 0.4818, -0.0362)
N (1.4628, 0.1364, -0.9526)
O (1.2545, 0.1157, -2.1278)
O (2.4738, -0.0698, -0.3411)
N (0.9823, 1.5231, 1.0549)
O (1.4167, 2.5303, 0.5434)
O (1.0499, 1.1829, 2.1809)
H (-0.6429, -0.4520, 1.6071)
H (-2.6626, -0.6767, -0.0977)
H (-1.3287, -1.0185, -1.3597)
H (-0.8729, 1.1239, -1.8144)
H (-1.3888, 1.9029, -0.2071)

Here are the Mulliken charges for atoms 1 to 4, given in e:
1 O -0.639
2 N 1.073
3 O -0.570
4 C -0.630

---

Record 8
The following is a quantum chemistry calculation of a single C4H5N3S molecule at a distorted geometry, from OMol25.

Results
SMILES: N#C[C@H]1CN(S)C=N1
Total energy in eV: -19533.126
Highest occupied orbital energy in eV: -9.5
HOMO-LUMO gap in eV: 9.964

Cartesian coordinates (Å):
N (-3.4411, -0.8259, -0.5338)
C (-2.5250, -0.3138, -0.0758)
C (-1.3164, 0.2641, 0.5154)
C (-0.1158, -0.7152, 0.4630)
N (1.0246, 0.1169, 0.2658)
S (2.5235, -0.5033, -0.2858)
C (0.5040, 1.3157, -0.1855)
N (-0.7559, 1.4798, -0.1198)
H (-1.4908, 0.6098, 1.5708)
H (-0.0327, -1.3834, 1.3507)
H (-0.2200, -1.4048, -0.3686)
H (3.0945, -0.5311, 0.9147)
H (1.1995, 2.0627, -0.4820)

Here are the Mulliken charges for atoms 1 to 4, given in e:
1 N -0.393
2 C 0.003
3 C 0.503
4 C -0.782

---

Record 9
The following is a quantum chemistry calculation of a single C4H5N5 molecule at a distorted geometry, from OMol25.

Results
SMILES: Cc1cn2nnnc2[nH]1
Total energy in eV: -11674.778
Highest occupied orbital energy in eV: -8.4
HOMO-LUMO gap in eV: 8.815

Cartesian coordinates (Å):
C (-1.5648, -0.4603, -1.4551)
C (-0.5232, -0.1300, -0.4840)
C (0.8103, -0.0277, -0.7661)
N (1.5288, 0.1872, 0.3273)
N (2.5825, 0.3683, 0.9923)
N (2.3256, 0.6066, 2.2558)
N (1.0071, 0.6904, 2.5104)
C (0.2605, 0.2985, 1.6056)
N (-0.7574, -0.0750, 0.8540)
H (-1.4818, 0.2014, -2.3908)
H (-1.3265, -1.3534, -1.8848)
H (-2.5061, -0.3704, -1.0197)
H (1.3754, 0.0152, -1.6525)
H (-1.7304, 0.0492, 1.1076)

Here are the Mulliken charges for atoms 1 to 4, given in e:
1 C -1.258
2 C 0.182
3 C -0.139
4 N 0.622

---

Record 10
The following is a quantum chemistry calculation of a single C4H5N5 molecule at a distorted geometry, from OMol25.

Results
SMILES: N#CN(N)n1cccn1
Total energy in eV: -11674.385
Highest occupied orbital energy in eV: -9.5
HOMO-LUMO gap in eV: 9.766

Cartesian coordinates (Å):
N (3.1187, -0.9880, -0.8374)
C (2.3798, -0.2794, -0.3615)
N (1.2080, 0.5740, 0.5076)
N (1.4422, 1.9331, 0.2883)
N (-0.0806, 0.0504, 0.2099)
C (-0.4506, -1.2777, 0.4638)
C (-1.8257, -1.3692, 0.0782)
C (-2.1324, -0.1132, -0.4263)
N (-1.0360, 0.6858, -0.3744)
H (1.0158, 2.4102, -0.4583)
H (1.5623, 2.4916, 1.1160)
H (0.2385, -2.0325, 0.5924)
H (-2.4711, -2.2807, 0.1376)
H (-2.9689, 0.1956, -0.9359)

Here are the Mulliken charges for atoms 1 to 4, given in e:
1 N -0.356
2 C 0.250
3 N -0.108
4 N -0.440

---

Record 11
The following is a quantum chemistry calculation of a single C4H5N5O2 molecule at a distorted geometry, from OMol25.

Results
SMILES: N#CN(C#N)CC/N=[N+](\[O-])O
Total energy in eV: -15768.342
Highest occupied orbital energy in eV: -10.5
HOMO-LUMO gap in eV: 10.802

Cartesian coordinates (Å):
N (-0.2889, -1.2157, -3.7600)
C (-0.1476, -0.8058, -2.7074)
N (0.0922, -0.2854, -1.4631)
C (1.2702, -0.6311, -0.9091)
N (2.2836, -0.9241, -0.4407)
C (-0.6761, 0.8942, -0.9688)
C (-1.0609, 0.7144, 0.5096)
N (0.0697, 0.0384, 1.1472)
N (0.3258, -0.3400, 2.3104)
O (-0.3175, -0.1579, 3.3183)
O (1.5586, -0.8482, 2.3911)
H (-1.5715, 0.8784, -1.5155)
H (-0.2014, 1.8006, -1.0712)
H (-1.1207, 1.6985, 0.9637)
H (-2.0241, 0.1043, 0.7360)
H (1.8085, -0.9207, 1.4595)

Here are the Mulliken charges for atoms 1 to 4, given in e:
1 N -0.411
2 C 0.338
3 N -0.022
4 C 0.666

---

Record 12
The following is a quantum chemistry calculation of a single C4H5N5O2S molecule at a distorted geometry, from OMol25.

Results
Total energy in eV: -26606.702
Highest occupied orbital energy in eV: -9.6
HOMO-LUMO gap in eV: 10.217

Cartesian coordinates (Å):
C (-1.5641, 1.7052, -0.5162)
C (0.0801, 0.1107, -0.6869)
C (-1.2357, -0.4486, -0.1741)
C (1.2904, -0.4820, -0.0011)
N (-2.1980, 0.6621, -0.1034)
N (1.2258, -1.0686, 1.1149)
N (-0.2054, 1.5061, -0.8229)
N (-1.1570, -1.5152, 0.8246)
N (2.5337, -0.3204, -0.6695)
O (-0.2938, -0.0556, 2.8004)
O (-0.8122, -0.7425, -1.4214)
S (-0.0746, -1.3013, 2.1699)
H (-1.9650, 2.6168, -0.6318)
H (0.4668, 2.3259, -1.1788)
H (-2.0622, -1.9370, 1.0356)
H (2.6011, -0.5493, -1.6601)
H (3.3700, -0.5063, -0.0792)

Here are the Mulliken charges for atoms 1 to 4, given in e:
1 C -0.416
2 C 0.344
3 C 0.742
4 C 0.362